1.
Here is a single C5H11NO2 molecule at a distorted geometry from the OMol25 dataset. Energies are from ωB97M-V/def2-TZVPD.

- highest occupied orbital energy (eV) = -8.422
- net charge = 0
- energy above the lowest of the compared OMol25 structures with the same formula, charge and spin (kJ/mol) = 708.8
- structure (SMILES) = C[N+]1([O-])CCOCC1
- 2S+1 = 1
- gap between HOMO and LUMO (eV) = 9.1173
- maximum force (eV/A) = 4.37

Each line ends with the Mulliken charge.
CARTESIAN COORDINATES (ANGSTROEM)
C  -2.0323  -0.3783  0.7370  -0.964
C  -0.4582  -0.0466  -1.2353  -0.346
C  0.9613  0.3128  -1.4454  -0.533
C  1.3608  -1.0144  0.5309  -0.734
C  0.3258  -0.0937  1.3335  -0.387
H  -2.4588  -0.4430  1.9754  0.276
H  -2.0125  -1.4715  0.3684  0.377
H  -2.7704  0.2745  0.1471  0.312
H  -0.9963  -0.9881  -1.6772  0.261
H  -0.8118  0.9427  -1.7884  0.298
H  1.1078  1.3993  -0.8672  0.261
H  1.4632  0.3206  -2.4259  0.374
H  2.1507  -1.3078  1.0620  0.591
H  0.8987  -1.9781  0.4328  0.308
H  -0.3227  -0.7002  2.0960  0.306
H  0.8797  0.7977  1.6435  0.268
N  -0.7747  0.2481  0.3241  0.456
O  -0.9106  1.7060  0.5007  -0.705
O  1.8295  -0.6137  -0.8456  -0.418


2.
Here is a single C21H29N5O molecule from the OMol25 dataset. Energies are from ωB97M-V/def2-TZVPD.

- highest occupied orbital energy (eV) = -7.204
- net charge = 0
- energy above the lowest of the compared OMol25 structures with the same formula, charge and spin (kJ/mol) = 90.9
- structure (SMILES) = CCN(CC)c1ccc(NC(=O)CN2CCN(c3ccccn3)CC2)cc1
- 2S+1 = 1
- gap between HOMO and LUMO (eV) = 7.8622
- maximum force (eV/A) = 0.55

Each line ends with the Mulliken charge.
CARTESIAN COORDINATES (ANGSTROEM)
C  -5.7636  -3.1395  0.6591  -1.088
H  -6.5207  -2.9471  1.4160  0.318
H  -5.9058  -4.1462  0.2749  0.377
H  -4.7876  -3.0784  1.1327  0.299
C  -5.8750  -2.1204  -0.4779  -0.946
N  -5.6983  -0.7594  -0.0274  0.304
C  -4.4602  -0.1686  0.0318  1.616
C  -3.2808  -0.9041  -0.1563  -0.717
C  -2.0353  -0.3151  -0.1013  -0.807
C  -1.9076  1.0443  0.1562  0.587
C  -3.0657  1.7899  0.3479  -1.352
C  -4.3115  1.2038  0.2823  -0.545
H  -5.1724  1.8363  0.4220  0.264
H  -2.9927  2.8515  0.5453  0.285
N  -0.6701  1.7067  0.2393  -0.115
C  0.5812  1.2142  0.0600  1.258
O  0.8326  0.0610  -0.2199  -0.634
C  1.6384  2.3243  0.2495  -1.758
N  3.0379  2.0039  0.2290  0.211
C  3.6527  1.6614  -1.0357  -0.812
H  3.1117  2.1558  -1.8444  0.501
C  3.7226  0.1445  -1.2904  -0.735
N  4.3932  -0.4948  -0.1812  -0.015
C  5.7384  -0.6969  -0.1239  0.940
N  6.2472  -0.9352  1.0930  -0.312
C  7.5304  -1.2168  1.2130  -0.431
C  8.4130  -1.2758  0.1516  -0.483
C  7.8981  -1.0276  -1.1169  -0.560
C  6.5620  -0.7374  -1.2675  -0.525
H  6.1645  -0.5516  -2.2522  0.245
H  8.5433  -1.0611  -1.9842  0.397
H  9.4561  -1.5034  0.3016  0.373
H  7.8622  -1.3986  2.2285  0.380
C  3.6577  -0.2758  1.0486  -0.717
H  4.1766  -0.7846  1.8590  0.509
C  3.5805  1.2326  1.3312  -0.951
H  2.9851  1.4204  2.2258  0.442
H  4.6010  1.5949  1.5089  0.399
H  2.6555  -0.6893  0.9178  0.336
H  4.2301  -0.0554  -2.2321  0.393
H  2.7102  -0.2644  -1.3415  0.274
H  4.6793  2.0521  -1.0118  0.323
H  1.4331  2.8067  1.2135  0.441
H  1.4614  3.0684  -0.5376  0.416
H  -0.7488  2.6910  0.4566  0.198
H  -1.1538  -0.9147  -0.2512  0.479
H  -3.3198  -1.9644  -0.3417  0.249
C  -6.8979  -0.0654  0.3783  -0.950
C  -7.5554  0.7001  -0.7732  -1.096
H  -6.8718  1.4407  -1.1797  0.295
H  -7.8293  0.0168  -1.5737  0.312
H  -8.4535  1.2035  -0.4245  0.385
H  -7.6041  -0.8062  0.7648  0.366
H  -6.6664  0.6178  1.1993  0.507
H  -6.8660  -2.1990  -0.9348  0.374
H  -5.1420  -2.3453  -1.2564  0.496


3.
Here is C32H28BN6O3RhS5Sb as an isolated structure at a distorted geometry from the OMol25 dataset. Energies are from ωB97M-V/def2-TZVPD.

- highest occupied orbital energy (alpha / beta) (eV) = -3.423 / -5.608
- net charge = -1
- energy above the lowest of the compared OMol25 structures with the same formula, charge and spin (kJ/mol) = 34.5
- 2S+1 = 5
- gap between HOMO and LUMO (alpha / beta) (eV) = 5.7447 / 6.2959
- maximum force (eV/A) = 3.19

Each line ends with the Mulliken charge.
CARTESIAN COORDINATES (ANGSTROEM)
Rh  0.7474  0.1678  0.9246  -0.639
B  1.9678  -1.1758  3.9605  0.211
N  0.5919  -0.4576  3.7127  0.519
C  -0.3835  -0.2344  4.6311  -0.482
C  -1.6481  -0.3045  4.0903  -0.742
C  -1.4235  -0.5701  2.7360  -0.540
N  -0.0952  -0.6776  2.5048  0.168
N  2.6850  -1.1843  2.6297  0.614
C  3.9999  -1.1147  2.4579  -0.425
C  4.3192  -1.3443  1.1267  -1.064
C  3.0909  -1.5267  0.4984  -0.047
N  2.1069  -1.4062  1.3895  -0.704
H  1.8044  -2.3180  4.3569  -0.200
H  2.5753  -0.5823  4.8119  -0.154
H  -0.1041  -0.0146  5.6615  0.434
H  -2.5911  -0.1716  4.6243  0.404
H  -2.1792  -0.8578  2.0200  0.396
H  4.6650  -0.9647  3.2967  0.436
H  5.2751  -1.3094  0.6418  0.526
H  2.9733  -1.7898  -0.5458  0.554
O  -2.8190  -2.4120  -1.9253  -0.554
S  -2.7114  -1.5876  -0.7065  0.855
O  -3.1477  -0.1942  -0.7488  -0.366
O  -2.8766  -2.3215  0.5489  -0.536
S  -0.3744  -0.8835  -1.1059  -0.448
S  1.8461  1.8530  1.7236  -0.291
Sb  -0.5046  1.6599  -1.0208  2.315
C  -1.4273  3.3457  0.0549  -0.189
C  -1.5737  4.5652  -0.5148  0.188
C  -2.4120  5.5326  0.0459  -0.834
C  -3.1210  5.2071  1.1831  -0.378
C  -2.9394  3.9794  1.8139  -0.724
C  -2.1182  3.0456  1.2402  -0.391
C  -1.8472  1.5057  -2.6758  0.703
C  -3.1585  1.8996  -2.4954  -0.294
C  -4.1219  1.6650  -3.4505  -0.683
C  -3.7930  0.9515  -4.5911  -0.461
C  -2.4781  0.5247  -4.7591  -0.682
C  -1.5210  0.7796  -3.7986  -0.384
C  1.1284  2.8103  -1.9296  0.383
C  1.7126  2.4166  -3.0932  -0.193
C  2.5404  3.2576  -3.8161  -0.513
C  2.8040  4.5437  -3.3631  -0.482
C  2.2216  4.9282  -2.1721  -0.736
C  1.4321  4.0698  -1.4340  -0.373
H  -1.1075  4.8589  -1.4445  0.464
H  -2.5473  6.5257  -0.4128  0.355
H  -3.7862  5.9720  1.5875  0.341
H  -3.3916  3.7809  2.7899  0.391
H  -2.0280  2.0529  1.6696  0.170
H  -3.4471  2.4974  -1.6293  0.275
H  -5.1195  2.1130  -3.3449  0.345
H  -4.5580  0.7902  -5.3671  0.348
H  -2.2071  -0.0052  -5.6574  0.382
H  -0.5464  0.3408  -3.9722  0.150
H  1.5732  1.3810  -3.4647  0.276
H  3.0172  2.9110  -4.7699  0.300
H  3.4114  5.2367  -3.9459  0.384
H  2.3018  5.9698  -1.8485  0.337
H  1.1330  4.3524  -0.4415  0.567
S  6.0652  2.3278  0.1900  -0.456
C  4.5787  2.0390  0.6415  0.581
N  3.5191  1.7611  1.1269  -0.401
S  1.5551  -6.5315  -1.5703  -0.200
C  2.7225  -5.8700  -0.5159  -0.057
N  2.3797  -5.5841  0.7036  -0.572
C  1.0699  -5.9571  0.9250  -0.055
C  0.3561  -5.9106  2.1668  -0.226
C  -0.9537  -6.3088  2.2156  -0.592
C  -1.5985  -6.7294  1.0175  -0.315
C  -0.9298  -6.9388  -0.1838  -0.511
C  0.4039  -6.5290  -0.2250  0.715
H  3.7442  -5.7474  -0.8437  0.430
H  0.9141  -5.5801  3.0762  0.333
H  -1.5394  -6.3470  3.0989  0.439
H  -2.7040  -6.7667  0.9589  0.288
H  -1.3985  -7.4104  -1.0699  0.316


4.
Here is C30H20CaCl2N4O2PSe2 as an isolated structure at a distorted geometry from the OMol25 dataset. Energies are from ωB97M-V/def2-TZVPD.

- highest occupied orbital energy (eV) = -3.815
- net charge = -1
- energy above the lowest of the compared OMol25 structures with the same formula, charge and spin (kJ/mol) = 0.0
- 2S+1 = 1
- gap between HOMO and LUMO (eV) = 5.9388
- maximum force (eV/A) = 3.55

Each line ends with the Mulliken charge.
CARTESIAN COORDINATES (ANGSTROEM)
Ca  0.7318  1.5590  0.3890  1.409
Cl  4.9749  -0.3563  -5.2394  -0.254
C  4.3216  -0.1947  -3.6334  0.057
C  3.2876  0.6664  -3.4145  -0.660
C  2.8255  0.9489  -2.0867  0.086
N  1.8930  1.8776  -1.8092  -0.246
C  1.3441  2.6524  -2.8150  0.235
O  1.6281  2.7173  -4.0331  -0.809
C  0.3082  3.6075  -2.3325  0.162
C  -0.0931  4.5827  -3.2512  -0.593
C  -0.8070  5.6839  -2.7877  -0.328
C  -1.1751  5.7053  -1.4273  -0.775
C  -0.9173  4.5744  -0.6230  -0.210
N  -0.1028  3.5891  -1.0465  0.066
C  3.4464  0.2408  -0.9860  0.500
C  4.5216  -0.6551  -1.2872  -0.746
C  4.8712  -0.9495  -2.5773  0.094
Cl  6.0230  -2.2377  -2.8764  -0.259
N  2.9793  0.5321  0.2583  -0.410
C  3.3587  -0.2457  1.2823  0.269
O  4.1129  -1.2614  1.2948  -0.857
C  2.6806  0.0462  2.6239  0.477
C  3.0816  -0.8060  3.6528  -0.595
C  2.6304  -0.5618  4.9497  -0.412
C  1.7420  0.5053  5.1196  -0.690
C  1.3165  1.2171  3.9811  -0.203
N  1.7409  0.9891  2.7544  -0.107
H  2.7523  1.1634  -4.2119  0.613
H  0.2621  4.4666  -4.2929  0.402
H  -1.0555  6.4564  -3.4856  0.424
H  -1.7341  6.5562  -1.0446  0.343
H  -1.2838  4.4329  0.3886  0.415
H  5.0643  -1.1709  -0.4550  0.428
H  3.7617  -1.5822  3.3272  0.489
H  2.9069  -1.2476  5.7198  0.436
H  1.3539  0.7514  6.0874  0.388
H  0.5752  2.0024  4.1328  0.377
Se  -2.3227  1.0376  0.7740  -0.516
P  -1.7459  -1.0736  0.4184  1.099
Se  0.3866  -1.3652  0.2512  -0.384
C  -2.5437  -1.9557  1.7650  0.097
C  -3.9266  -2.0124  1.8391  -0.427
C  -4.5311  -2.3843  3.0376  -0.547
C  -3.7542  -2.7647  4.1404  -0.371
C  -2.3427  -2.6938  4.0360  -0.547
C  -1.7609  -2.3976  2.8182  -0.290
C  -2.4967  -1.8616  -1.0101  0.359
C  -2.8016  -1.0376  -2.1246  -0.556
C  -3.3306  -1.6547  -3.2833  -0.397
C  -3.5912  -3.0160  -3.3263  -0.489
C  -3.2399  -3.8182  -2.2335  -0.466
C  -2.7128  -3.2515  -1.0631  -0.379
H  -4.5306  -1.8392  0.9558  0.357
H  -5.6304  -2.3738  3.0887  0.335
H  -4.2452  -3.1700  5.0389  0.342
H  -1.7255  -2.9532  4.9274  0.331
H  -0.6610  -2.4802  2.6669  0.260
H  -2.5794  0.0240  -2.0980  0.306
H  -3.5092  -1.0156  -4.1515  0.349
H  -3.9858  -3.4173  -4.2597  0.348
H  -3.2727  -4.9139  -2.2653  0.331
H  -2.4742  -3.8670  -0.1874  0.336


5.
Here is a 2-piece molecular cluster, C24H52Cl2FN3O11PS overall at a distorted geometry from the OMol25 dataset. Energies are from ωB97M-V/def2-TZVPD.

- highest occupied orbital energy (eV) = -11.180
- net charge = +1
- 2S+1 = 1
- gap between HOMO and LUMO (eV) = 7.9145
- maximum force (eV/A) = 6.04

Each line ends with the Mulliken charge.
CARTESIAN COORDINATES (ANGSTROEM)
C  0.7402  4.2153  4.6752  -0.674
C  0.2543  5.3682  3.7275  -0.442
O  -0.6045  4.9102  2.6773  -0.308
C  -1.7213  4.1769  3.1622  -0.751
C  -1.6204  2.6163  2.9374  -0.497
O  -0.4635  2.1950  2.2298  -0.077
C  -0.6325  2.4425  0.8388  -1.803
C  0.6431  1.8906  0.0190  -0.526
S  1.7969  3.3909  0.0604  1.435
C  1.1232  4.8784  -0.7628  -1.027
O  3.1892  3.0267  -0.3460  -0.630
O  1.8880  3.7871  1.5060  -0.674
N  1.2700  0.9246  0.8832  0.383
C  1.3153  -0.4795  0.5473  0.645
C  2.8176  -0.9575  0.8561  -2.274
C  3.9328  -0.1185  0.1481  0.256
C  5.3029  -0.8899  0.4099  -0.648
Cl  5.4936  -2.0448  -1.0030  -0.160
C  0.5200  -1.2356  1.7121  -0.119
C  -1.0175  -1.0578  1.6934  -0.514
F  0.7742  -2.6228  1.6664  -0.449
C  0.7528  -0.9781  -0.8207  -0.670
C  1.8026  -1.6361  -1.7991  -1.181
O  1.0854  -2.3461  -2.8390  -0.404
C  1.7523  -2.1954  -4.0864  -0.564
O  3.1035  -2.5881  -4.0314  -0.314
C  3.8192  -2.1864  -5.2013  -0.435
C  4.0647  -0.6487  -5.3359  -0.223
O  5.0224  -0.1861  -4.3583  -0.557
N  -0.1434  -0.0177  -1.5693  0.944
C  -1.6096  -0.2882  -1.4609  -1.012
O  -2.1634  -0.2611  -2.7978  -0.189
O  -2.6198  -1.5417  -3.1444  -0.378
C  0.2660  1.4228  -1.4377  0.520
Cl  -1.0375  2.5690  -2.0278  0.009
P  1.6475  1.7157  -2.7364  0.553
O  1.1916  1.3437  -4.1394  -0.725
H  -0.0544  4.0420  5.4376  0.312
H  1.7231  4.4779  5.1200  0.363
H  0.9051  3.2975  4.0560  -0.019
H  -0.2303  6.2278  4.2472  0.382
H  1.1643  5.7790  3.2194  0.287
H  -1.9238  4.4643  4.2221  0.413
H  -2.6186  4.5316  2.5843  0.300
H  -1.5611  2.1376  3.9491  0.436
H  -2.5658  2.2415  2.4738  0.320
H  -1.5812  1.9248  0.5569  0.688
H  -0.7936  3.5359  0.6935  0.675
H  0.7605  4.7398  -1.7994  0.386
H  0.3683  5.3303  -0.0728  0.306
H  1.9721  5.6099  -0.7952  0.473
H  2.0137  1.2803  1.4732  0.602
H  2.9439  -2.0541  0.7228  0.431
H  2.9316  -0.7770  1.9590  0.779
H  4.0355  0.8500  0.6823  0.381
H  3.8524  -0.0402  -0.9537  -0.216
H  5.2573  -1.4292  1.3818  0.360
H  6.1431  -0.1581  0.3892  0.431
H  0.9463  -0.8807  2.6771  0.635
H  -1.4523  -1.1419  2.7155  0.486
H  -1.4657  -1.9038  1.1046  -0.005
H  -1.4051  -0.1214  1.2415  -0.305
H  0.1339  -1.8783  -0.5644  0.020
H  2.3884  -2.4375  -1.2890  0.778
H  2.4747  -0.9035  -2.2949  0.099
H  1.2323  -2.8911  -4.7999  0.414
H  1.5792  -1.1608  -4.4734  0.410
H  3.3334  -2.5890  -6.1239  0.336
H  4.8298  -2.6603  -5.1373  0.311
H  3.1492  -0.0202  -5.2276  0.106
H  4.4523  -0.4585  -6.3698  0.382
H  4.4865  0.2650  -3.7037  0.330
H  0.0601  -0.2279  -2.5747  0.677
H  -1.8556  -1.3201  -1.1040  0.917
H  -2.1736  0.3936  -0.7949  0.159
H  -1.8348  -2.0838  -3.3522  0.360
H  2.8906  1.1674  -2.3253  0.164
H  1.8380  3.1369  -2.7327  0.115
C  -6.6736  -4.4468  1.2606  -1.400
C  -5.9947  -3.5017  2.2475  0.263
C  -4.8665  -2.6592  1.6238  -0.696
O  -3.6566  -3.3689  1.3868  -0.327
C  -3.6592  -4.1646  0.2127  -0.794
N  -5.5205  -4.2781  3.3983  -0.725
H  -6.0822  -5.3410  1.0617  0.289
H  -7.6303  -4.7857  1.6624  0.352
H  -6.8720  -3.9477  0.3086  0.343
H  -6.7588  -2.8025  2.6016  0.432
H  -4.6052  -1.8687  2.3346  0.336
H  -5.2011  -2.1560  0.7071  0.438
H  -4.2320  -3.7009  -0.5963  0.363
H  -4.0476  -5.1607  0.4287  0.264
H  -2.6245  -4.2825  -0.1163  0.264
H  -5.1703  -3.6366  4.1058  0.270
H  -4.6904  -4.7875  3.1023  0.330


6.
Here is AsBF6H4Sn as an isolated structure at a distorted geometry from the OMol25 dataset. Energies are from ωB97M-V/def2-TZVPD.

- highest occupied orbital energy (alpha / beta) (eV) = -4.590 / -6.495
- net charge = -1
- 2S+1 = 2
- gap between HOMO and LUMO (alpha / beta) (eV) = 5.9755 / 7.9855
- maximum force (eV/A) = 5.19

Each line ends with the Mulliken charge.
CARTESIAN COORDINATES (ANGSTROEM)
Sn  -2.0808  -0.8703  0.6917  0.582
B  0.4909  -2.6314  1.2130  0.369
H  1.0592  -2.4468  0.3146  -0.184
H  0.3106  -1.6779  1.6847  -0.301
H  -0.4662  -3.0163  0.8966  -0.330
H  1.0334  -3.3217  1.8402  -0.165
As  -0.0201  1.9930  -0.9530  1.950
F  -0.9733  2.8027  -2.2923  -0.499
F  -1.4857  1.9389  0.1284  -0.500
F  0.8749  1.0633  0.3972  -0.485
F  1.4755  2.1204  -1.9673  -0.476
F  0.2911  3.6623  -0.3089  -0.483
F  -0.5096  0.3840  -1.6449  -0.478